Here is a 13-piece molecular cluster, C69H140F18N7O18S6 overall at a distorted geometry from the Open Molecules 2025 dataset. Energies are from wB97M-V/def2-TZVPD.

The geometry in ORCA input format:
```
! wB97M-V def2-TZVPD RIJCOSX def2/J DEFGRID3
* xyz 1 1
H -1.2146 -5.7955 -1.8239
C 2.8526 7.7176 2.1819
H -5.3454 -6.0515 -1.7871
C 3.1982 -3.5462 -2.0862
C 4.4700 -4.0405 -2.7143
C -4.7101 -3.0518 -1.6351
H 5.9799 -7.0528 -3.1523
H -5.5509 -2.3583 -1.5976
H -2.5576 -8.3070 -0.6884
H 1.9003 -1.1913 -0.4003
O 0.1727 3.9739 1.4068
F -0.9778 -6.2629 1.7504
H 6.0899 0.1028 -2.3224
H 2.7750 1.1283 3.9684
C 3.4378 -6.2753 -2.9793
H 2.8683 -0.8574 -4.3319
H 5.3227 7.9316 2.9364
H 2.0988 4.8826 -5.3459
S 6.5602 3.6327 4.8671
H 3.5396 5.9543 -0.2333
F 5.2078 2.3034 6.9277
F -0.4696 -4.8278 0.2032
F 4.9304 1.4538 4.9243
O -0.4975 -2.1490 -4.1054
C 3.2545 2.2195 -5.6912
O 7.4917 2.6048 4.4472
N 3.5392 1.0179 -4.7907
H -7.4771 3.6983 0.8058
H 5.6503 -7.8775 -1.1504
C -3.3811 -4.8278 -0.4542
H 5.7030 -8.4291 1.1672
C 3.3412 -0.3150 0.8805
H -5.8698 3.7786 -6.2251
C -5.4790 1.2904 -5.3660
H 3.2101 -3.7665 -1.0130
N -5.1807 2.5579 -4.5662
H 2.3713 5.0235 2.1112
S -2.5448 -1.5860 7.4073
H 0.8741 8.4521 2.3967
H -3.1543 2.0652 -3.9960
C -5.5096 2.8859 3.6412
H -3.8594 -2.3623 -1.5529
H -7.3895 2.1868 2.9051
H -5.1978 1.5191 -6.3908
C 4.9305 0.5362 -5.1747
H -4.0971 6.3128 -4.1996
H 5.8033 -5.6682 -4.2574
C -4.5330 -3.7868 -2.9958
H -4.9076 0.5607 2.3632
H -4.2874 -3.1738 -3.8621
C -5.2175 1.0756 -2.3899
F -3.6111 4.1180 0.7065
C -0.2538 -1.3824 1.3671
H -5.5889 -4.4616 -0.3313
H 2.8675 7.8925 1.1027
H 3.9570 4.5987 2.5941
H 0.8683 6.7354 2.1664
H 0.3229 0.2458 3.2171
O 1.4419 -6.0002 3.2636
O 1.8306 -3.7710 2.3642
C -1.5729 -0.7019 1.5366
F -2.0028 4.3116 -0.7069
C -2.3480 3.7483 0.4589
O -3.8167 -2.1202 6.8681
F -1.8572 0.7593 -2.1772
H -3.0457 -2.2717 2.1466
C -5.8485 1.7291 7.0563
H 0.6549 4.4042 -6.1557
H -4.1225 1.0102 -2.4370
C -3.4895 4.3118 -3.8575
C 4.8266 -5.8060 -0.9562
C -5.7607 5.0083 -4.6166
C -1.4152 -1.3847 5.8545
C -6.0677 0.7220 4.7673
C -2.0164 -6.5241 -1.6824
H -5.6381 3.1664 -2.5304
H -6.7639 2.1519 -3.3231
H 1.2374 -6.1794 -2.9261
H -3.3719 -5.4136 -3.8385
H -2.0312 -7.0893 -2.6178
C -4.6237 -3.9533 -0.3956
C 5.0638 2.5787 5.6453
H -2.0369 -7.1118 0.4257
O 2.1034 -5.5693 0.8531
H -3.9240 5.4088 -5.7007
H 2.2107 6.4006 5.8218
O 7.0969 -1.1863 -0.4156
H -7.4581 4.6700 2.3163
N 0.8842 -0.3504 1.3349
C 0.5387 0.8617 0.4911
C 3.0263 3.9175 -0.1651
O -1.5890 3.4112 2.9657
C 3.6198 -0.0275 2.3772
O -1.8646 -2.5368 8.2842
C -4.2466 0.8485 3.1755
C -6.8211 1.4035 5.9276
H -2.4279 4.5494 -3.7683
H -5.9673 5.2161 -3.5631
C 5.4264 -0.6583 -4.3072
H -4.6915 3.5816 6.6508
F 6.6127 -4.3451 1.6346
H -3.8685 2.2515 7.4701
H 2.0891 -3.9104 -3.7037
H -2.5833 -2.2416 0.4420
H -6.2996 2.1568 7.9512
C -6.0717 3.6303 -5.1604
S 7.5709 -2.5368 -0.0644
F 5.0758 -3.2348 0.5928
H -5.6469 -0.1849 5.2160
C 3.7343 5.1278 0.4521
H 4.5103 -7.1614 1.6502
H -3.7490 4.2554 -2.7962
H -2.4396 -4.1468 -2.9366
H 3.9786 2.9751 -5.3828
C 4.9650 -7.2678 -0.5642
H 1.1243 2.0645 -6.2671
N -5.0217 1.5970 4.2391
H 3.3347 0.6240 0.3277
H 2.0033 -5.9379 -1.4077
O -2.7426 -0.2298 7.9297
H 2.1637 -2.1070 1.0988
H 5.1730 -1.3381 -2.4056
C -0.3791 -8.1618 -0.5632
H 2.4798 -0.2831 -6.0278
C 1.9091 -4.1475 -2.6500
C 3.5983 6.3326 4.1344
F -2.2675 2.4209 0.2808
H -4.5644 -3.4077 0.5454
C 5.9094 -5.9708 -3.2194
C 3.9715 0.4033 -2.4265
O 8.8379 -2.5723 0.6511
C -1.4435 0.2066 -3.3139
H 4.6165 -3.7855 -3.7661
O -1.1968 -2.0327 -1.7300
H -3.4547 3.0022 -5.5202
H 4.9178 -1.5804 -4.5888
H 1.7113 8.3147 4.5830
H 1.9858 4.3479 -7.1310
C 1.7262 4.1799 -6.0851
H -6.0315 4.4269 1.2875
C -5.4299 1.2097 -0.8587
C -2.7639 -1.6155 1.3208
H 1.0684 -3.6516 -2.1812
H -5.2242 2.2171 -0.4875
H 1.4829 -1.0923 3.2435
H 3.1672 -2.4533 -2.0607
N -3.2801 -5.6480 -1.7352
O 6.9976 4.5077 5.9254
H -7.5638 0.7277 6.3572
H 4.7964 4.8802 0.3897
C -6.5137 2.7173 2.5155
S 1.4372 -5.1337 2.0833
H 3.9357 -5.3494 -0.5362
H -0.2016 -1.7356 0.3352
C 1.4165 7.5417 2.6567
C -4.4449 -6.6421 -1.6482
H -0.1836 1.4723 1.0202
H 1.4144 1.4396 0.2199
H 3.0942 -0.2263 -2.2768
H 6.7397 -5.4889 -2.7037
H -7.1512 3.4810 -5.1503
H 6.1581 -6.8143 1.1368
H 4.3663 5.6430 4.4884
H 4.1947 -0.9166 0.5614
H 3.4505 3.5309 -1.0935
H 3.6337 1.9987 -6.6925
C -5.6888 2.2788 -3.1568
C 5.2852 -7.4478 0.9451
C 2.0449 -1.1068 0.6773
N 3.7663 6.6105 2.6288
C 1.8182 2.6993 -5.7131
C -1.8007 -7.5303 -0.5515
H -4.3604 -7.1599 -0.7011
C -6.9187 3.9450 1.7089
H -6.0574 3.4730 4.3812
H 3.5921 -7.3321 -2.7903
C 5.1661 7.0459 2.3179
H 5.7461 -5.2604 -0.7376
H 0.3243 7.2321 4.5542
H 3.1805 3.0806 0.5263
H -6.3080 5.7419 -5.2098
F -2.1717 -1.0460 4.8132
C 3.4172 5.2920 1.9465
H -4.7342 0.6187 -0.2638
C 1.2863 -0.0994 2.8406
C 2.2066 6.2454 4.7362
F -0.7576 1.0468 -4.0643
H -6.4840 1.0026 -5.0852
H -3.3068 -5.5159 0.3833
H 5.3650 -3.6056 -2.2549
C 1.3434 7.3621 4.1908
F -0.8105 -2.5525 5.5582
H -5.4783 0.7283 7.3077
H -4.6944 0.6094 -5.0321
C 2.4909 0.8040 2.9668
F -2.5890 -0.1466 -3.9670
H -3.8326 -0.0569 3.6140
H 4.7344 0.1775 -6.1887
H -7.4894 2.2004 5.5837
H -5.4727 -4.3032 -3.2031
H -3.4121 1.4644 2.8400
H -0.2289 -9.0492 -1.1717
H -0.1315 -8.2968 0.4875
C 2.0890 -5.6741 -2.4661
N 4.6882 -5.5284 -2.4413
H -5.4803 0.0494 -2.6477
H 1.7594 5.2530 4.8492
C 6.2690 -3.1161 1.1918
C -3.6667 2.9045 -4.4524
F 3.9240 3.2750 5.4523
H 4.0524 7.2505 4.5302
H 0.3241 -7.4158 -0.9294
C -4.6009 2.4957 6.6986
H 5.6622 1.3359 -5.2612
H 5.3997 7.0900 1.2628
H -0.1227 -2.2561 2.0000
H 6.4924 -0.8605 -4.4008
O 0.8112 -0.8569 -2.5699
H 5.8162 6.3870 2.9031
H -1.7731 0.0211 0.7439
S -1.1974 4.3043 1.8759
H 4.3803 2.3354 -3.3717
H 2.3232 1.7448 2.4337
H -6.2088 1.9408 1.8048
H -6.4683 0.9453 -0.6569
F -0.4491 -0.5079 6.0847
H 3.3334 8.6532 2.4778
C -3.3332 -4.7727 -2.9602
H -1.6437 -0.2002 2.5031
C 5.2200 -0.3261 -2.8173
F -1.1274 -4.0881 2.1178
H 3.4267 -6.0465 -4.0470
C -0.4479 -5.0658 1.5369
H -3.3790 1.0852 5.5941
H 2.6959 2.0083 -3.0825
H 4.5947 0.4248 2.5631
O 6.0152 4.3936 3.7347
H 1.9498 4.0349 -0.2871
H 1.3730 2.5615 -4.7207
S -0.5340 -1.3971 -2.8483
H -4.3511 -7.2787 -2.5265
H -2.4812 -4.2134 -0.5168
C 2.4860 -0.0644 -4.9625
C -4.2702 5.3437 -4.6661
H 0.0071 0.5214 -0.3953
C 3.6369 1.5378 -3.3716
H 1.5497 0.3631 -4.6273
O 7.3834 -3.5506 -1.0895
H -3.4287 2.7629 4.9809
H -3.6677 -1.0909 0.9953
F 6.1696 -2.3167 2.2421
H 3.7224 -1.0297 2.8027
O -1.3532 5.7237 2.1457
H -6.8322 0.2466 4.1485
H -4.6903 3.5505 3.3657
C -4.0165 1.9399 5.3888
H 4.2538 0.8443 -1.4709
H 3.9708 -7.7208 -0.6431
*
```

Properties
HOMO energy (eV): -9.20
Electronic energy (Ha): -8637.02143
E_LUMO (eV): -2.8
F_max (eV Å⁻¹): 3.7
Orbital gap (eV): 6.437

Here are the Mulliken charges for atoms 1 to 4, given in e:
1. H -0.209
2. C -0.830
3. H 0.586
4. C 1.163